# C61H55BrCaCl2N4O5SSi

C61H55BrCaCl2N4O5SSi as an isolated structure (ωB97M-V/def2-TZVPD, the Open Molecules 2025 dataset).

Cartesian coordinates (Å):
Ca: -0.02 0.10 0.79
C: 3.53 0.20 3.84
C: 3.16 1.14 4.79
C: 1.91 1.71 4.72
C: 1.01 1.33 3.72
C: 1.37 0.43 2.69
C: 2.65 -0.11 2.81
C: -0.36 1.84 3.74
C: -0.96 2.27 4.97
C: -2.24 2.74 4.97
C: -2.98 2.76 3.76
C: -4.31 3.20 3.66
C: -4.98 3.11 2.47
C: -4.34 2.60 1.33
C: -3.03 2.22 1.38
C: -2.31 2.28 2.60
N: -1.04 1.86 2.62
H: 4.51 -0.26 3.89
H: 3.85 1.43 5.58
H: 1.64 2.48 5.44
H: 2.98 -0.81 2.05
H: -0.40 2.20 5.89
H: -2.71 3.07 5.89
H: -4.80 3.58 4.55
H: -6.01 3.43 2.40
H: -4.90 2.50 0.41
H: -2.50 1.83 0.53
Br: 0.54 -1.87 5.70
C: -0.80 -2.55 4.53
C: -1.29 -3.82 4.74
C: -2.31 -4.24 3.90
C: -2.78 -3.38 2.93
C: -2.19 -2.12 2.81
N: -1.21 -1.72 3.60
C: -2.77 -1.12 1.81
O: -3.98 -0.91 1.92
O: -1.98 -0.63 0.97
H: -0.90 -4.45 5.53
H: -2.74 -5.23 4.02
H: -3.58 -3.64 2.26
C: 1.78 -0.94 -0.93
Si: 3.48 -1.60 -0.79
C: 3.47 -3.34 0.06
N: 2.31 -3.44 0.93
C: 2.55 -3.66 2.35
C: 1.87 -4.93 2.88
C: 2.10 -6.08 1.90
C: 1.44 -5.76 0.55
C: 1.24 -4.23 0.40
C: 4.51 -1.88 -2.41
C: 5.69 -1.17 -2.67
C: 6.34 -1.26 -3.88
C: 5.82 -2.04 -4.90
C: 4.64 -2.74 -4.67
C: 4.01 -2.65 -3.45
C: 4.72 -0.53 0.21
C: 4.46 0.81 0.45
C: 5.33 1.59 1.18
C: 6.50 1.05 1.69
C: 6.79 -0.28 1.46
C: 5.91 -1.06 0.72
H: 1.11 -1.71 -1.29
H: 1.71 -0.09 -1.62
H: 4.38 -3.50 0.65
H: 3.45 -4.15 -0.68
H: 2.18 -2.80 2.92
H: 3.63 -3.72 2.53
H: 2.26 -5.17 3.87
H: 0.79 -4.75 2.98
H: 1.69 -7.01 2.31
H: 3.17 -6.21 1.77
H: 0.47 -6.24 0.47
H: 2.06 -6.15 -0.26
H: 0.31 -3.94 0.89
H: 1.13 -3.99 -0.66
H: 6.11 -0.54 -1.89
H: 7.26 -0.71 -4.04
H: 6.31 -2.09 -5.86
H: 4.23 -3.35 -5.47
H: 3.08 -3.19 -3.29
H: 3.54 1.24 0.06
H: 5.10 2.63 1.37
H: 7.18 1.66 2.27
H: 7.70 -0.72 1.85
H: 6.15 -2.09 0.53
C: -1.15 -2.96 -2.46
S: -1.48 -2.17 -0.79
O: -1.96 -3.32 0.00
C: -2.96 -1.38 -1.44
C: -2.86 -0.24 -2.21
C: -4.01 0.33 -2.72
C: -5.25 -0.23 -2.45
C: -5.34 -1.38 -1.68
C: -4.19 -1.95 -1.18
H: -2.07 -3.38 -2.85
H: -0.41 -3.73 -2.32
H: -0.77 -2.19 -3.13
H: -1.89 0.20 -2.41
H: -3.96 1.22 -3.33
H: -6.15 0.23 -2.85
H: -6.31 -1.83 -1.48
H: -4.22 -2.84 -0.56
Cl: -3.52 3.21 -5.16
C: -4.46 3.82 -3.83
C: -5.84 3.67 -3.91
C: -6.65 4.07 -2.86
C: -6.08 4.62 -1.72
C: -4.70 4.76 -1.65
Cl: -4.01 5.45 -0.22
C: -3.84 4.38 -2.70
N: -2.49 4.50 -2.52
C: -1.49 4.74 -3.46
C: -1.78 5.47 -4.61
C: -0.81 5.66 -5.58
C: 0.45 5.13 -5.41
C: 0.76 4.48 -4.23
C: -0.18 4.31 -3.22
C: 0.23 3.66 -1.94
C: -0.17 2.12 -1.82
O: -0.24 1.46 -2.85
O: -0.35 1.75 -0.65
H: -6.26 3.21 -4.78
H: -7.72 3.93 -2.91
H: -6.69 4.92 -0.89
H: -2.16 4.32 -1.58
H: -2.77 5.89 -4.74
H: -1.05 6.22 -6.48
H: 1.20 5.24 -6.17
H: 1.76 4.10 -4.07
H: -0.19 4.17 -1.07
H: 1.32 3.68 -1.85

The gap between HOMO and LUMO comes out at 5.56 eV. As for the spin multiplicity: 1. Its charge is -2. The HOMO energy comes out at -0.066 Eh.

Here are the Mulliken charges for atoms 1 to 99, given in e: atom 1 (Ca): 1.41, atom 2 (C): -0.58, atom 3 (C): -1.47, atom 4 (C): -0.49, atom 5 (C): 1.07, atom 6 (C): 0.14, atom 7 (C): -0.11, atom 8 (C): 0.52, atom 9 (C): -1.23, atom 10 (C): -1.27, atom 11 (C): 1.18, atom 12 (C): -0.87, atom 13 (C): -0.98, atom 14 (C): -0.87, atom 15 (C): 0.50, atom 16 (C): -0.50, atom 17 (N): 0.44, atom 18 (H): 0.48, atom 19 (H): 0.29, atom 20 (H): 0.43, atom 21 (H): 0.15, atom 22 (H): 0.42, atom 23 (H): 0.36, atom 24 (H): 0.36, atom 25 (H): 0.37, atom 26 (H): 0.76, atom 27 (H): 0.26, atom 28 (Br): -0.15, atom 29 (C): 0.03, atom 30 (C): -0.62, atom 31 (C): -0.38, atom 32 (C): -0.83, atom 33 (C): 0.45, atom 34 (N): 0.07, atom 35 (C): -0.29, atom 36 (O): -0.77, atom 37 (O): 0.86, atom 38 (H): 0.41, atom 39 (H): 0.40, atom 40 (H): 0.38, atom 41 (C): 0.03, atom 42 (Si): -0.11, atom 43 (C): -1.26, atom 44 (N): 1.03, atom 45 (C): -0.23, atom 46 (C): -0.25, atom 47 (C): -0.94, atom 48 (C): -1.08, atom 49 (C): -0.66, atom 50 (C): 0.75, atom 51 (C): -0.20, atom 52 (C): -0.78, atom 53 (C): -0.42, atom 54 (C): -0.65, atom 55 (C): -0.47, atom 56 (C): 0.68, atom 57 (C): -0.59, atom 58 (C): -0.27, atom 59 (C): -0.59, atom 60 (C): -0.77, atom 61 (C): -0.07, atom 62 (H): -0.44, atom 63 (H): 0.33, atom 64 (H): 0.46, atom 65 (H): 0.34, atom 66 (H): -0.59, atom 67 (H): 0.48, atom 68 (H): 0.54, atom 69 (H): -0.18, atom 70 (H): 0.48, atom 71 (H): 0.28, atom 72 (H): 0.53, atom 73 (H): 0.32, atom 74 (H): -0.11, atom 75 (H): 0.48, atom 76 (H): 0.26, atom 77 (H): 0.37, atom 78 (H): 0.33, atom 79 (H): 0.38, atom 80 (H): 0.34, atom 81 (H): 0.37, atom 82 (H): 0.39, atom 83 (H): 0.30, atom 84 (H): 0.36, atom 85 (H): 0.31, atom 86 (C): -1.47, atom 87 (S): 1.83, atom 88 (O): -0.81, atom 89 (C): -0.23, atom 90 (C): -0.53, atom 91 (C): 0.07, atom 92 (C): -0.56, atom 93 (C): -0.67, atom 94 (C): -0.60, atom 95 (H): 0.43, atom 96 (H): 0.42, atom 97 (H): 0.40, atom 98 (H): 0.48, atom 99 (H): 0.35

---

# C61H57BF3GeO7P3Sr

C61H57BF3GeO7P3Sr as an isolated structure (ωB97M-V/def2-TZVPD, the Open Molecules 2025 dataset).

Cartesian coordinates (Å):
Sr: 1.45 -4.31 -1.79
F: 0.16 4.84 2.68
Ge: 0.05 3.36 1.70
C: -1.29 2.23 2.60
C: -2.54 2.91 2.69
C: -3.65 2.32 3.28
C: -3.52 1.16 3.98
C: -2.32 0.43 3.95
C: -1.23 0.94 3.27
P: 0.43 0.35 3.47
C: 0.28 -1.44 3.92
C: 0.48 -2.33 2.87
C: 0.28 -3.79 3.04
C: 0.35 -4.09 4.57
C: 0.28 -3.16 5.56
C: -0.02 -1.81 5.26
C: 0.97 1.14 4.98
C: 2.23 0.87 5.45
C: 2.83 1.63 6.49
C: 2.10 2.69 7.02
C: 0.79 2.93 6.65
C: 0.22 2.10 5.63
C: -0.74 4.27 0.12
C: -0.36 5.69 -0.09
C: -1.03 6.42 -1.05
C: -2.03 5.87 -1.81
C: -2.36 4.50 -1.70
C: -1.79 3.79 -0.63
P: -2.38 2.14 -0.23
C: -2.20 1.36 -1.89
C: -0.93 1.57 -2.56
C: -0.53 0.75 -3.59
C: -1.44 -0.19 -4.14
C: -2.70 -0.33 -3.58
C: -3.09 0.51 -2.52
C: -4.21 2.42 -0.13
C: -4.98 1.27 -0.07
C: -6.38 1.34 -0.33
C: -7.01 2.61 -0.26
C: -6.24 3.74 -0.06
C: -4.81 3.64 0.06
C: 1.97 2.95 1.74
C: 2.73 3.50 2.79
C: 3.93 2.95 3.12
C: 4.45 1.80 2.45
C: 3.74 1.31 1.39
C: 2.64 2.00 0.88
P: 2.25 1.74 -0.83
C: 3.58 0.86 -1.66
C: 4.88 1.35 -1.55
C: 5.98 0.83 -2.25
C: 5.75 -0.30 -3.05
C: 4.42 -0.84 -3.15
C: 3.35 -0.24 -2.49
C: 2.37 3.33 -1.67
C: 1.77 3.45 -2.92
C: 1.58 4.71 -3.44
C: 2.12 5.84 -2.84
C: 2.87 5.72 -1.68
C: 2.96 4.43 -1.06
H: -2.61 3.87 2.21
H: -4.61 2.77 3.13
H: -4.41 0.75 4.47
H: -2.16 -0.43 4.58
H: 0.90 -1.92 1.95
H: -0.63 -4.16 2.62
H: 0.53 -5.12 4.82
H: 0.44 -3.49 6.61
H: -0.26 -1.02 5.95
H: 2.88 0.03 5.12
H: 3.82 1.32 6.82
H: 2.52 3.44 7.76
H: 0.14 3.63 7.06
H: -0.85 2.20 5.43
H: 0.56 6.13 0.30
H: -0.80 7.50 -1.17
H: -2.59 6.49 -2.52
H: -3.11 4.04 -2.40
H: -0.26 2.33 -2.17
H: 0.45 0.77 -4.04
H: -1.19 -0.70 -5.05
H: -3.37 -0.98 -4.03
H: -4.15 0.43 -2.19
H: -4.39 0.30 0.03
H: -7.00 0.49 -0.46
H: -8.07 2.76 -0.32
H: -6.60 4.75 0.07
H: -4.25 4.52 0.28
H: 2.32 4.35 3.30
H: 4.46 3.41 3.97
H: 5.34 1.28 2.79
H: 4.16 0.53 0.81
H: 5.03 2.21 -0.85
H: 6.91 1.36 -2.16
H: 6.58 -0.81 -3.53
H: 4.39 -1.75 -3.78
H: 2.37 -0.72 -2.64
H: 1.45 2.58 -3.50
H: 1.12 4.70 -4.47
H: 1.95 6.81 -3.21
H: 3.30 6.55 -1.14
H: 3.61 4.36 -0.16
O: -2.98 -2.44 -1.10
H: -3.57 -3.24 -1.10
H: -3.09 -2.06 -1.99
O: 3.38 -3.12 -0.93
H: 3.87 -3.20 -0.08
H: 3.92 -2.55 -1.49
O: -0.30 -2.53 -0.97
H: -1.29 -2.50 -0.96
H: -0.01 -1.96 -0.27
O: 1.11 -3.14 -4.00
H: 1.32 -3.45 -4.90
H: 0.31 -2.59 -4.05
O: 3.23 -5.72 -3.16
H: 3.89 -5.21 -3.70
H: 2.57 -6.11 -3.84
F: 2.33 -4.42 1.43
B: 1.39 -4.77 2.32
F: 1.90 -5.76 3.09
O: 0.52 -6.40 -4.01
C: -0.56 -6.49 -3.31
O: -0.93 -5.53 -2.54
C: -1.42 -7.73 -3.52
C: -2.23 -8.13 -2.44
C: -2.98 -9.30 -2.59
C: -3.08 -9.89 -3.90
C: -2.58 -9.21 -5.01
C: -1.68 -8.16 -4.85
H: -2.19 -7.63 -1.46
H: -3.39 -9.89 -1.76
H: -3.62 -10.84 -4.01
H: -2.89 -9.62 -5.97
H: -1.26 -7.68 -5.72

The gap between HOMO and LUMO comes out at 3.25 eV. As for the spin multiplicity: 1. Its charge is 0. The HOMO energy comes out at -0.153 Eh.

Here are the Mulliken charges for atoms 1 to 99, given in e: atom 1 (Sr): 1.35, atom 2 (F): -0.62, atom 3 (Ge): 1.93, atom 4 (C): 0.41, atom 5 (C): -0.77, atom 6 (C): -0.63, atom 7 (C): -1.05, atom 8 (C): -0.50, atom 9 (C): -0.04, atom 10 (P): 0.71, atom 11 (C): 0.34, atom 12 (C): -0.63, atom 13 (C): 0.29, atom 14 (C): -0.98, atom 15 (C): -0.77, atom 16 (C): -0.72, atom 17 (C): 0.13, atom 18 (C): -0.04, atom 19 (C): -0.70, atom 20 (C): -0.46, atom 21 (C): -0.85, atom 22 (C): -0.10, atom 23 (C): -0.07, atom 24 (C): -0.67, atom 25 (C): -0.78, atom 26 (C): -0.90, atom 27 (C): 0.17, atom 28 (C): -0.09, atom 29 (P): 1.06, atom 30 (C): 0.54, atom 31 (C): 0.95, atom 32 (C): -0.58, atom 33 (C): -1.43, atom 34 (C): -0.81, atom 35 (C): -1.01, atom 36 (C): 0.62, atom 37 (C): -0.89, atom 38 (C): -0.85, atom 39 (C): -0.64, atom 40 (C): -0.72, atom 41 (C): -0.11, atom 42 (C): -0.35, atom 43 (C): -0.58, atom 44 (C): -0.61, atom 45 (C): -0.79, atom 46 (C): -1.18, atom 47 (C): -0.04, atom 48 (P): 1.23, atom 49 (C): 0.15, atom 50 (C): 0.07, atom 51 (C): -0.90, atom 52 (C): -0.66, atom 53 (C): -0.62, atom 54 (C): -0.70, atom 55 (C): 0.63, atom 56 (C): -0.32, atom 57 (C): -0.44, atom 58 (C): -0.74, atom 59 (C): -0.72, atom 60 (C): -0.14, atom 61 (H): 0.70, atom 62 (H): 0.46, atom 63 (H): 0.36, atom 64 (H): 0.44, atom 65 (H): 0.11, atom 66 (H): 0.11, atom 67 (H): 0.35, atom 68 (H): 0.26, atom 69 (H): 0.54, atom 70 (H): 0.33, atom 71 (H): 0.44, atom 72 (H): 0.23, atom 73 (H): 0.56, atom 74 (H): 0.22, atom 75 (H): 0.54, atom 76 (H): 0.38, atom 77 (H): 0.40, atom 78 (H): 0.37, atom 79 (H): -0.77, atom 80 (H): 0.35, atom 81 (H): 0.66, atom 82 (H): 0.80, atom 83 (H): 0.33, atom 84 (H): 0.69, atom 85 (H): 0.50, atom 86 (H): 0.43, atom 87 (H): 0.42, atom 88 (H): 0.44, atom 89 (H): 0.59, atom 90 (H): 0.35, atom 91 (H): 0.44, atom 92 (H): 0.84, atom 93 (H): 0.29, atom 94 (H): 0.48, atom 95 (H): 0.38, atom 96 (H): 0.44, atom 97 (H): 0.87, atom 98 (H): 0.26, atom 99 (H): 0.30

---

- charge of number 1 (C61H55BrCaCl2N4O5SSi)?
  -2

---

- What is the charge in the second record?
  0

---

- Among the records above, which one has the lowest gap between HOMO and LUMO?
  C61H57BF3GeO7P3Sr

---

- Which value of charge does entry 1 give?
  -2